Run P
Formula: C4H5NO4
Source: OMol25
Level of theory: ωB97M-V/def2-TZVPD

Geometry as XYZ:
```
14
Properties=species:S:1:pos:R:3:nbo_charge:R:1
O 1.29 2.25 0.43 -0.396
C 0.81 1.34 -0.06 0.839
C 0.16 0.38 -0.61 -0.551
C -0.45 -0.62 -1.37 0.582
O -0.47 -1.68 -1.93 -0.484
C -1.15 0.69 -1.21 0.443
O -2.33 0.78 -0.44 -0.698
O -1.21 1.60 -2.24 -0.720
H -2.51 1.70 -0.17 0.482
H -1.46 1.26 -3.10 0.500
N 2.04 -1.80 2.46 -1.073
H 2.57 -2.36 3.15 0.362
H 1.31 -2.40 2.04 0.360
H 1.41 -1.14 3.05 0.352
```

Properties
E_LUMO, eV: 0.05
Kohn-Sham gap, eV: 9.9
Spin multiplicity: 1
E_HOMO, eV: -9.855

***

Run Q
Formula: C4H5NO4
Source: OMol25
Level of theory: ωB97M-V/def2-TZVPD

Geometry as XYZ:
```
14
Properties=species:S:1:pos:R:3:nbo_charge:R:1
C 1.59 -0.99 1.52 -0.252
O 0.87 0.16 1.04 -0.506
C 0.10 0.02 -0.09 0.440
O 0.25 -1.03 -0.96 -0.479
C -0.74 -0.87 -1.90 0.964
O -1.04 -1.62 -2.77 -0.556
O -1.39 0.31 -1.67 -0.451
C -0.87 0.85 -0.52 0.285
N -1.52 1.90 0.11 -0.805
H 1.34 -1.75 0.80 0.204
H 1.26 -0.94 2.51 0.204
H 2.64 -0.81 1.35 0.186
H -1.06 1.96 1.00 0.386
H -1.40 2.80 -0.43 0.379
```

Properties
E_LUMO, eV: 0.57
Kohn-Sham gap, eV: 8.6
Spin multiplicity: 1
E_HOMO, eV: -8.061

***

Most stable: run Q (next structure +49.1 kcal/mol)

***

Run P
Formula: C3H4N4
Source: OMol25
Level of theory: ωB97M-V/def2-TZVPD

Geometry as XYZ:
```
11
Properties=species:S:1:pos:R:3:nbo_charge:R:1
N 2.12 -0.12 -0.38 -0.763
C 0.90 -0.36 0.09 0.017
C 0.22 0.77 0.62 -0.297
N -1.05 0.55 0.91 -0.195
C -2.12 0.15 1.21 0.103
N -1.91 -1.33 -1.18 -0.056
N -0.91 -1.32 -1.64 0.037
H 2.61 0.77 -0.36 0.349
H 2.62 -0.88 -0.82 0.387
H 0.58 1.79 0.78 0.185
H -3.08 -0.03 0.76 0.235
```

Properties
E_LUMO (alpha / beta), eV: 0.58 / 0.58
Kohn-Sham gap (alpha / beta), eV: 8.4 / 8.4
Spin multiplicity: 1
E_HOMO (alpha / beta), eV: -7.828 / -7.828

***

Run Q
Formula: C3H4N4
Source: OMol25
Level of theory: ωB97M-V/def2-TZVPD

Geometry as XYZ:
```
11
Properties=species:S:1:pos:R:3:nbo_charge:R:1
N 1.91 -0.26 -0.49 -0.801
C 0.57 -0.15 -0.28 0.299
C 0.05 0.81 0.62 0.011
N -1.21 0.80 0.96 -0.387
C -1.96 -0.14 0.37 0.155
N -1.56 -0.98 -0.57 -0.214
N -0.27 -0.99 -0.90 -0.250
H 2.51 0.54 -0.37 0.394
H 2.26 -1.01 -1.07 0.407
H 0.69 1.59 1.05 0.194
H -3.00 -0.21 0.69 0.190
```

Properties
E_LUMO, eV: 0.23
Kohn-Sham gap, eV: 9.4
Spin multiplicity: 1
E_HOMO, eV: -9.204

***

Run R
Formula: C3H4N4
Source: OMol25
Level of theory: ωB97M-V/def2-TZVPD

Geometry as XYZ:
```
11
Properties=species:S:1:pos:R:3:nbo_charge:R:1
H 2.72 0.26 -0.29 0.332
N 2.26 -0.69 -0.12 -0.615
C 0.98 -0.53 0.12 0.309
C 0.44 0.83 0.40 -0.360
C -0.84 0.87 -0.04 0.043
N -1.62 -0.32 -0.05 -0.505
N -1.07 -1.68 0.21 0.084
N 0.15 -1.70 0.11 -0.165
H 1.06 1.77 0.24 0.241
H -1.55 1.71 -0.15 0.223
H -2.54 -0.53 -0.43 0.414
```

Properties
E_LUMO, eV: 0.03
Kohn-Sham gap, eV: 8.9
Spin multiplicity: 1
E_HOMO, eV: -8.844

***

Most stable: run Q (next structure +58.5 kcal/mol)